1.
10
Properties=species:S:1:pos:R:3:mulliken_charge:R:1 method="wB97M-V/def2-TZVPD" smiles="N#CNN=O.O=NO" gap_ev=9.453 lumo_ev=-0.7 de_lowest_kcal_mol=20.6
N 0.054 -2.340 -0.035 -0.30
C -0.788 -1.567 0.017 0.33
N -1.746 -0.638 0.134 0.04
N -1.677 0.679 -0.092 -0.06
O -0.672 1.124 -0.594 -0.33
H -2.651 -0.946 0.477 0.30
O 2.619 -0.367 0.351 -0.33
N 1.943 0.362 -0.292 0.29
O 1.757 1.598 0.307 -0.35
H 1.161 2.095 -0.274 0.41

2.
24
Properties=species:S:1:pos:R:3:mulliken_charge:R:1 method="wB97M-V/def2-TZVPD" gap_ev=7.792 charge=+1 lumo_ev=-4.5 de_lowest_kcal_mol=0.0
C 0.584 2.503 2.827 -0.10
N 0.985 2.361 1.603 -0.11
C 0.476 1.109 0.981 0.07
C 0.685 0.921 -0.506 -1.04
C 0.201 -0.441 -0.971 0.75
C 0.409 -1.604 -0.235 -0.20
C -0.055 -2.830 -0.698 -0.65
C -0.723 -2.912 -1.911 -0.48
C -0.919 -1.759 -2.656 -0.57
C -0.467 -0.532 -2.188 -0.51
C -0.928 1.040 1.546 -0.57
S -0.604 1.389 3.326 0.01
H 0.926 3.292 3.488 0.41
H 1.625 3.013 1.166 0.30
H 1.041 0.337 1.527 0.24
H 1.736 1.079 -0.765 0.40
H 0.099 1.677 -1.040 0.42
H 0.952 -1.593 0.706 0.31
H 0.117 -3.719 -0.102 0.40
H -1.081 -3.871 -2.262 0.39
H -1.431 -1.814 -3.608 0.38
H -0.637 0.362 -2.779 0.34
H -1.543 1.882 1.213 0.36
H -1.452 0.111 1.338 0.44

3.
10
Properties=species:S:1:pos:R:3:lowdin_spin:R:1 method="wB97M-V/def2-TZVPD" gap_ev="4.003 / 3.575" s_squared=0.751 charge=+1 lumo_ev="-6.5 / -6.9" de_lowest_kcal_mol=0.0 multiplicity=2
O 0.569 0.954 -2.782 0.00
C -0.992 0.484 1.252 0.00
C 0.037 -0.380 1.231 0.02
O 0.418 -1.078 0.158 0.08
H 0.392 1.792 -3.205 0.00
H -1.650 0.621 0.388 0.00
H -1.214 1.040 2.163 0.00
H 0.637 -0.524 2.142 0.01
Y 1.690 -2.939 0.035 0.85
Li 0.114 0.030 -1.381 0.04

4.
57
Properties=species:S:1:pos:R:3:mulliken_charge:R:1 method="wB97M-V/def2-TZVPD" gap_ev="6.092 / 6.085" charge=-2 lumo_ev="4.1 / 4.1" de_lowest_kcal_mol=0.0
Ni -1.409 0.994 1.760 -0.27
C -1.517 -0.511 -2.280 -1.49
C -1.239 0.381 -1.093 1.57
N -1.559 -0.008 0.107 -0.02
N -2.072 -1.303 0.181 -0.45
C -2.505 -1.608 1.353 0.61
S -2.554 -0.624 2.742 -0.34
S -3.086 -3.267 1.563 -0.20
C -2.739 -3.999 -0.050 -0.99
C -1.297 -4.066 -0.493 0.53
C -1.012 -4.026 -1.855 -0.40
C 0.293 -4.122 -2.316 -0.59
C 1.339 -4.251 -1.412 -0.41
C 1.065 -4.276 -0.051 -0.52
C -0.243 -4.190 0.404 -0.08
C -0.629 1.674 -1.354 -0.26
C -0.245 2.022 -2.668 -0.72
C 0.320 3.235 -2.981 -1.10
C 0.497 4.187 -1.957 -0.32
C 0.164 3.887 -0.668 -0.52
C -0.357 2.604 -0.309 0.24
O -0.527 2.378 0.930 0.67
H -2.138 -1.345 -1.984 0.29
H -0.585 -0.909 -2.689 0.27
H -2.013 0.062 -3.064 0.46
H -3.331 -3.499 -0.817 0.31
H -3.134 -5.014 0.064 0.42
H -1.825 -3.899 -2.564 0.31
H 0.493 -4.075 -3.380 0.35
H 2.363 -4.300 -1.764 0.38
H 1.874 -4.318 0.668 0.31
H -0.445 -4.158 1.467 0.42
H -0.396 1.310 -3.469 0.27
H 0.596 3.462 -4.004 0.35
H 0.901 5.166 -2.194 0.38
H 0.285 4.581 0.156 0.54
O -1.802 3.826 5.115 -0.78
Se -1.502 3.582 3.536 1.18
O -2.718 4.046 2.559 -0.77
O -1.352 1.878 3.404 -0.67
O -0.074 4.264 3.107 -0.79
C 2.051 1.915 3.293 -0.77
N 2.264 1.468 1.923 0.34
C 2.695 2.293 0.910 -0.56
C 2.639 1.591 -0.239 -0.62
N 2.153 0.338 0.083 0.55
C 1.900 -0.728 -0.859 -0.74
C 1.921 0.260 1.420 -0.21
Se 1.250 -1.186 2.337 -0.35
H 2.985 2.335 3.673 0.35
H 1.759 1.052 3.884 0.24
H 1.252 2.666 3.318 0.18
H 2.939 3.323 1.094 0.42
H 2.812 1.891 -1.258 0.41
H 1.546 -0.291 -1.792 0.32
H 1.140 -1.387 -0.440 -0.16
H 2.806 -1.312 -1.044 0.39

5.
17
Properties=species:S:1:pos:R:3:mulliken_charge:R:1 method="wB97M-V/def2-TZVPD" gap_ev=6.422 charge=-1 lumo_ev=3.7 de_lowest_kcal_mol=9.3
C 0.673 2.971 -1.725 -1.00
C 1.067 2.284 -0.423 -0.32
C 1.514 0.833 -0.623 -0.81
S 0.100 -0.287 -0.979 -0.69
H 1.607 3.269 -2.211 0.26
H 0.096 3.880 -1.554 0.31
H 0.137 2.293 -2.380 0.28
H 1.936 2.785 0.027 0.28
H 0.285 2.300 0.338 0.25
H 2.044 0.500 0.271 0.29
H 2.193 0.749 -1.474 0.28
H -0.466 -1.542 2.714 0.30
H -0.561 -0.945 1.374 0.22
O -1.072 -0.973 2.217 -0.67
H -1.559 -3.130 1.398 0.37
H -2.501 -3.481 2.500 0.31
O -2.009 -3.902 1.779 -0.67

6.
14
Properties=species:S:1:pos:R:3:mulliken_charge:R:1 method="wB97M-V/def2-TZVPD" smiles="C/N=C1/COCO1" gap_ev=10.742 lumo_ev=0.9 de_lowest_kcal_mol=40.8
C 0.379 -0.100 -2.404 -0.74
N 0.042 -0.946 -1.267 -0.52
C 0.049 -0.428 -0.124 0.62
C -0.232 -1.079 1.212 -0.20
O 0.496 -0.275 2.121 -0.36
C 0.682 0.981 1.523 -0.14
O 0.342 0.879 0.154 -0.39
H 1.225 -0.543 -2.940 0.27
H -0.471 -0.077 -3.093 0.26
H 0.636 0.931 -2.132 0.29
H 0.124 -2.109 1.270 0.25
H -1.305 -1.037 1.448 0.21
H 1.740 1.250 1.603 0.21
H 0.042 1.747 1.977 0.25

7.
60
Properties=species:S:1:pos:R:3:mulliken_charge:R:1 method="wB97M-V/def2-TZVPD" gap_ev="6.836 / 6.832" charge=+2 lumo_ev="-6.8 / -6.4" de_lowest_kcal_mol=58.8
Pt 0.690 1.159 -0.114 2.65
N 0.812 1.112 2.171 -0.61
C -0.021 0.133 2.842 0.50
C -0.103 0.111 4.229 -0.62
C -0.872 -0.852 4.861 -0.65
C -1.565 -1.799 4.117 -0.87
C -1.495 -1.772 2.735 -0.13
C -0.733 -0.795 2.096 -0.25
P -0.654 -0.714 0.294 -0.08
C -0.116 -2.372 -0.186 0.79
C 1.153 -2.747 0.267 -0.79
C 1.643 -4.011 -0.008 -0.93
C 0.879 -4.899 -0.757 -0.54
C -0.372 -4.524 -1.221 -0.71
C -0.880 -3.264 -0.933 -0.28
C -2.322 -0.435 -0.326 0.68
C -2.523 -0.525 -1.707 -0.65
C -3.788 -0.330 -2.235 -0.93
C -4.848 -0.019 -1.391 -0.56
C -4.641 0.118 -0.027 -0.76
C -3.376 -0.076 0.511 -0.65
H 0.760 2.005 2.651 0.34
H 1.791 0.828 2.183 0.39
H 0.443 0.843 4.813 0.46
H -0.925 -0.866 5.941 0.44
H -2.163 -2.550 4.615 0.46
H -2.034 -2.503 2.144 0.52
H 1.741 -2.041 0.847 0.70
H 2.620 -4.304 0.353 0.45
H 1.264 -5.886 -0.976 0.41
H -0.954 -5.212 -1.818 0.46
H -1.873 -2.995 -1.267 0.46
H -1.687 -0.770 -2.354 0.64
H -3.951 -0.428 -3.300 0.45
H -5.838 0.119 -1.804 0.43
H -5.468 0.367 0.624 0.45
H -3.213 0.029 1.576 0.42
N 1.007 1.512 -2.304 -0.70
C 1.478 2.871 -2.662 -0.73
C 0.490 3.974 -2.293 -0.50
C 0.230 4.139 -0.803 -0.85
N -0.638 3.063 -0.282 -0.59
H 1.699 0.826 -2.588 0.33
H 0.147 1.300 -2.800 0.28
H 1.652 2.919 -3.740 0.46
H 2.432 3.041 -2.159 0.32
H -0.456 3.811 -2.821 0.33
H 0.908 4.910 -2.664 0.36
H -0.227 5.119 -0.640 0.45
H 1.174 4.115 -0.255 0.35
H -1.488 2.994 -0.833 0.21
H -0.918 3.277 0.669 0.29
N 5.247 0.969 -0.074 -0.45
C 4.004 0.492 -0.236 0.75
N 3.845 -0.626 -0.981 -0.34
O 3.024 1.080 0.272 -0.79
H 6.065 0.494 -0.414 0.17
H 5.373 1.816 0.451 0.25
H 4.630 -1.168 -1.300 0.22
H 2.940 -1.064 -0.991 0.11

8.
75
Properties=species:S:1:pos:R:3:lowdin_spin:R:1 method="wB97M-V/def2-TZVPD" gap_ev="4.466 / 4.683" s_squared=0.761 lumo_ev="-2.7 / -2.5" multiplicity=2
Ir 0.415 -0.044 -0.825 0.49
C -0.868 -4.950 -0.958 0.00
C -0.259 -3.589 -1.284 0.01
C 1.243 -3.686 -1.560 0.00
P -0.505 -2.168 -0.100 0.08
C -2.273 -2.168 0.519 0.02
C -3.245 -2.129 -0.658 0.00
C -2.624 -3.270 1.512 0.01
C 0.454 -2.434 1.414 0.00
C 1.006 -3.627 1.844 0.00
C 1.868 -3.664 2.931 0.00
C 2.465 -4.948 3.409 0.00
C 2.209 -2.463 3.550 0.00
C 1.658 -1.267 3.158 0.00
C 0.724 -1.222 2.106 0.00
N 0.148 -0.104 1.597 0.00
C -0.068 1.035 2.286 0.00
C -0.088 1.118 3.694 0.00
C -0.167 2.333 4.332 0.00
C -0.258 3.520 3.609 0.00
C -0.264 4.846 4.298 0.00
C -0.404 3.439 2.229 0.00
C -0.348 2.229 1.564 0.00
P -0.647 2.035 -0.214 0.03
C -0.345 3.646 -1.107 0.00
C 1.092 4.077 -0.814 0.00
C -1.334 4.796 -0.927 0.00
C -2.482 1.650 -0.238 0.02
C -3.001 1.656 -1.674 0.00
C -3.356 2.475 0.699 0.00
H -0.527 -5.669 -1.703 0.00
H -1.953 -4.914 -1.003 0.00
H -0.573 -5.316 0.022 0.00
H -0.742 -3.218 -2.204 0.00
H 1.784 -4.090 -0.705 0.00
H 1.648 -2.694 -1.772 0.00
H 1.436 -4.316 -2.424 0.00
H -2.329 -1.214 1.068 0.00
H -3.306 -3.102 -1.140 0.00
H -2.925 -1.398 -1.401 0.00
H -4.244 -1.860 -0.313 0.00
H -2.658 -4.245 1.036 0.00
H -3.609 -3.066 1.933 0.00
H -1.904 -3.302 2.329 0.00
H 0.770 -4.545 1.325 0.00
H 2.012 -5.798 2.904 0.00
H 2.320 -5.054 4.483 0.00
H 3.537 -4.964 3.217 0.00
H 2.932 -2.476 4.354 0.00
H 1.997 -0.349 3.612 0.00
H -0.053 0.209 4.275 0.00
H -0.160 2.370 5.411 0.00
H 0.171 4.766 5.292 0.00
H -1.288 5.212 4.398 0.00
H 0.302 5.578 3.724 0.00
H -0.559 4.349 1.674 0.00
H -0.390 3.345 -2.166 0.00
H 1.204 4.439 0.206 0.00
H 1.390 4.867 -1.499 0.00
H 1.775 3.239 -0.953 0.00
H -1.462 5.096 0.109 0.00
H -2.309 4.544 -1.332 0.00
H -0.955 5.656 -1.478 0.00
H -2.500 0.614 0.131 0.00
H -3.109 2.672 -2.051 0.00
H -3.978 1.176 -1.720 0.00
H -2.319 1.116 -2.334 0.00
H -3.429 3.509 0.380 0.00
H -2.974 2.445 1.716 0.00
H -4.360 2.051 0.706 0.00
Se 3.527 2.562 -3.708 0.02
Sb 2.962 0.289 -3.041 0.02
Se 0.388 -0.049 -3.351 0.05
Se 2.897 0.100 -0.439 0.22
Se 4.136 -1.622 -4.016 0.00

9.
122
Properties=species:S:1:pos:R:3:mulliken_charge:R:1 method="wB97M-V/def2-TZVPD" gap_ev=4.594 charge=+4 lumo_ev=-12.9
Mo 0.273 1.257 -0.465 -1.34
C 5.623 -1.297 -4.426 -1.60
C 4.726 -0.736 -3.389 -0.14
C 5.033 -0.794 -2.036 -0.98
C 4.196 -0.265 -1.027 0.58
C 4.537 -0.608 0.304 0.08
N 3.847 -0.369 1.378 0.27
C 4.135 -0.972 2.666 -1.11
C 3.002 -1.921 3.105 0.03
C 2.017 -1.274 4.087 -0.99
N 1.521 -0.026 3.564 1.02
C 1.679 1.128 4.133 -0.22
C 1.388 2.393 3.565 0.79
C 1.563 3.512 4.409 -0.66
C 1.417 4.822 3.978 -0.26
C 1.531 5.979 4.895 -1.72
C 1.148 5.004 2.623 -0.89
C 0.927 3.933 1.742 0.65
C 0.491 4.252 0.419 -0.33
N 0.153 3.440 -0.529 0.17
C -0.588 4.116 -1.603 -0.64
C -0.261 3.679 -3.023 -1.31
C -0.554 2.198 -3.255 -0.72
N 0.447 1.427 -2.526 0.79
C 1.443 1.013 -3.247 -0.45
C 2.643 0.404 -2.783 1.56
C 3.515 -0.147 -3.737 -0.55
C 2.988 0.415 -1.400 -0.33
O 2.215 1.037 -0.543 -0.66
C 1.000 2.591 2.199 0.34
O 0.714 1.599 1.375 2.08
H 6.508 -1.752 -3.993 0.41
H 5.939 -0.512 -5.110 0.42
H 5.103 -2.044 -5.022 0.36
H 5.950 -1.276 -1.736 0.47
H 5.435 -1.204 0.434 0.51
H 3.012 0.212 1.282 -0.36
H 4.296 -0.186 3.409 0.40
H 5.066 -1.528 2.572 0.48
H 3.438 -2.784 3.611 0.51
H 2.469 -2.301 2.228 0.08
H 2.510 -1.091 5.043 0.60
H 1.185 -1.962 4.260 0.13
H 1.029 -0.054 2.669 -1.66
H 2.117 1.134 5.128 0.60
H 1.820 3.333 5.443 0.54
H 1.996 5.708 5.838 0.41
H 0.537 6.368 5.119 0.36
H 2.086 6.793 4.434 0.43
H 1.087 6.015 2.245 0.62
H 0.353 5.323 0.251 0.40
H -0.441 5.200 -1.536 0.76
H -1.650 3.920 -1.399 0.19
H 0.784 3.899 -3.266 0.34
H -0.883 4.268 -3.700 0.53
H -0.508 1.981 -4.328 1.00
H -1.554 1.949 -2.884 0.03
H 1.385 1.143 -4.329 0.57
H 3.238 -0.108 -4.782 0.57
C -3.733 -3.974 -0.991 -1.56
C -3.553 -2.595 -1.607 1.16
C -4.638 -2.321 -2.645 -1.66
O -2.252 -2.460 -2.248 -0.32
C -1.607 -1.307 -1.841 -0.97
C -2.770 -0.562 -1.077 -0.76
O -3.519 -1.619 -0.576 -0.25
C -2.605 0.610 -0.059 -0.11
O -1.457 1.317 -0.436 -0.09
C -3.926 1.389 -0.176 0.61
C -5.012 1.025 0.614 -0.40
C -6.233 1.656 0.452 -1.04
C -6.385 2.650 -0.501 -0.82
C -5.305 3.018 -1.287 -1.19
C -4.086 2.383 -1.134 -0.08
C -2.379 0.341 1.431 0.51
C -2.642 -0.857 2.083 0.43
C -2.486 -0.935 3.462 -0.88
C -2.080 0.165 4.197 -1.24
C -1.864 1.374 3.555 -0.71
C -2.019 1.465 2.182 -0.83
C -0.240 -1.660 -1.136 0.78
O 0.250 -0.488 -0.625 1.50
C -0.401 -2.773 -0.098 0.58
C -0.603 -4.078 -0.530 -0.36
C -0.687 -5.106 0.394 -0.94
C -0.561 -4.838 1.747 -0.98
C -0.346 -3.539 2.173 -0.86
C -0.253 -2.506 1.253 0.76
C 0.796 -2.218 -2.137 0.09
C 2.021 -2.594 -1.587 0.43
C 2.958 -3.272 -2.343 -0.92
C 2.689 -3.567 -3.668 -1.00
C 1.502 -3.145 -4.237 -1.18
C 0.551 -2.471 -3.479 -0.15
H -3.508 -4.734 -1.733 0.39
H -4.764 -4.092 -0.669 0.51
H -3.079 -4.099 -0.135 0.25
H -4.655 -3.135 -3.361 0.46
H -4.464 -1.393 -3.183 0.30
H -5.602 -2.266 -2.149 0.41
H -1.318 -0.691 -2.717 0.79
H -3.329 -0.100 -1.916 0.51
H -4.911 0.236 1.342 0.50
H -7.070 1.363 1.064 0.53
H -7.341 3.128 -0.639 0.46
H -5.419 3.794 -2.029 0.51
H -3.256 2.653 -1.777 0.37
H -3.001 -1.710 1.533 0.69
H -2.717 -1.862 3.963 0.64
H -1.986 0.097 5.270 0.54
H -1.627 2.260 4.124 0.67
H -1.939 2.436 1.699 0.67
H -0.719 -4.290 -1.581 0.50
H -0.862 -6.114 0.051 0.53
H -0.640 -5.637 2.466 0.55
H -0.265 -3.338 3.230 0.47
H -0.092 -1.477 1.570 -0.57
H 2.208 -2.408 -0.537 0.26
H 3.877 -3.611 -1.890 0.55
H 3.387 -4.154 -4.243 0.61
H 1.289 -3.379 -5.268 0.53
H -0.393 -2.226 -3.938 0.65

10.
42
Properties=species:S:1:pos:R:3:mulliken_charge:R:1 method="wB97M-V/def2-TZVPD" gap_ev=4.435 charge=-3 lumo_ev=6.4 de_lowest_kcal_mol=17.8
Li 19.969 -7.511 -20.270 1.22
C 24.909 -8.498 -18.389 -0.85
C 23.680 -7.986 -18.907 0.47
C 22.591 -9.035 -19.258 0.38
O 21.597 -8.747 -19.953 -0.67
C 22.705 -10.302 -18.637 -0.67
C 23.832 -10.711 -17.895 0.47
C 25.070 -9.813 -17.921 0.43
O 26.168 -10.289 -17.532 -0.81
O 23.844 -11.733 -17.188 -0.79
O 23.442 -6.802 -19.134 -0.72
H 25.771 -7.840 -18.430 0.31
H 21.800 -10.899 -18.693 0.42
C 20.367 -6.588 -24.384 -0.86
C 20.234 -5.786 -23.062 0.35
O 20.230 -4.542 -23.183 -0.75
O 20.156 -6.511 -22.050 -0.64
H 19.536 -7.283 -24.568 0.20
H 21.251 -7.229 -24.289 0.21
H 20.444 -5.960 -25.277 0.28
C 19.032 -6.235 -16.702 -1.49
C 18.594 -6.137 -18.173 1.26
C 17.591 -4.967 -18.294 -1.64
O 19.674 -5.993 -18.975 -0.92
H 19.863 -6.942 -16.619 0.19
H 18.255 -6.604 -16.006 0.34
H 19.441 -5.267 -16.405 0.49
H 18.028 -7.067 -18.482 -0.20
H 16.691 -5.212 -17.697 0.38
H 17.309 -4.822 -19.336 0.30
H 18.012 -4.059 -17.854 0.36
C 19.058 -10.790 -17.591 0.63
O 18.291 -11.342 -18.387 -0.75
N 19.142 -9.435 -17.482 0.09
N 19.882 -11.509 -16.760 -0.36
H 19.635 -8.961 -16.751 0.17
H 18.628 -8.937 -18.184 -0.17
H 19.755 -12.499 -16.713 0.18
H 20.656 -11.088 -16.278 0.20
O 18.896 -9.281 -20.557 -0.46
H 18.129 -9.807 -20.309 0.21
H 19.087 -9.501 -21.473 0.19

11.
61
Properties=species:S:1:pos:R:3:mulliken_charge:R:1 method="wB97M-V/def2-TZVPD" gap_ev=4.606 charge=+2 lumo_ev=-9.5 de_lowest_kcal_mol=16.4
Au 0.028 0.409 -0.150 1.43
Cl -0.763 -1.370 -2.336 -0.09
C -1.198 -2.753 -1.314 -0.43
Cl -0.443 -2.594 0.285 -0.07
H -0.845 -3.663 -1.782 0.39
H -2.273 -2.762 -1.179 0.34
N -1.459 1.837 -0.709 -0.97
C -2.291 2.612 -0.938 0.67
N -3.229 3.464 -1.214 -0.04
C -3.341 4.748 -0.502 -0.60
C -2.797 5.855 -1.406 -0.47
O -3.460 5.851 -2.650 -0.37
C -3.303 4.636 -3.347 -0.47
C -3.876 3.471 -2.539 -0.60
H -2.794 4.711 0.438 0.43
H -4.399 4.925 -0.308 0.28
H -1.716 5.708 -1.543 0.30
H -2.970 6.830 -0.956 0.37
H -2.241 4.439 -3.549 0.30
H -3.834 4.739 -4.291 0.37
H -3.702 2.525 -3.048 0.43
H -4.946 3.615 -2.385 0.28
F 5.905 -1.137 -3.850 -0.23
C 5.954 -0.728 -2.578 0.68
F 6.640 -1.627 -1.869 -0.26
F 6.618 0.436 -2.542 -0.24
C 4.556 -0.541 -2.027 0.32
C 3.793 0.527 -2.477 -0.83
C 2.534 0.705 -1.938 -0.38
N 2.032 -0.113 -1.005 -0.22
C 2.760 -1.154 -0.600 -0.37
C 4.030 -1.410 -1.087 -0.61
H 4.176 1.203 -3.229 0.46
H 1.906 1.521 -2.268 0.52
H 2.306 -1.803 0.136 0.41
H 4.593 -2.265 -0.741 0.52
C 2.242 -0.868 3.802 -1.17
Si 1.469 0.690 3.059 0.10
C 0.864 1.963 4.311 -1.06
C 2.665 1.489 1.855 -1.07
N 0.004 0.183 2.139 -0.03
C -1.090 -0.287 2.681 0.58
C -1.125 -0.716 4.065 0.22
C -2.278 -1.172 4.628 -1.03
C -3.459 -1.238 3.871 -0.21
C -3.466 -0.855 2.520 -0.95
C -2.323 -0.398 1.934 -0.06
H 3.321 -0.723 3.858 0.42
H 2.044 -1.753 3.194 0.38
H 1.885 -1.064 4.815 0.43
H 1.652 2.138 5.046 0.38
H -0.032 1.638 4.842 0.42
H 0.645 2.913 3.822 0.33
H 3.231 2.269 2.370 0.48
H 2.154 1.955 1.013 0.26
H 3.383 0.765 1.470 0.26
H -0.213 -0.696 4.645 0.21
H -2.284 -1.492 5.662 0.46
H -4.376 -1.585 4.331 0.45
H -4.381 -0.919 1.948 0.46
H -2.324 -0.066 0.904 0.43